Record 1
3 unconnected molecules or ions with the total composition C19H41N2O3. Source: OMol25; level of theory: ωB97M-V/def2-TZVPD.

Geometry as ORCA input:
```
! wB97M-V def2-TZVPD RIJCOSX def2/J DEFGRID3
* xyz 1 1
C 14.213 10.250 6.679
C 13.725 8.824 6.845
C 12.998 8.405 5.560
N 12.524 6.960 5.619
C 11.468 6.733 4.603
C 10.151 7.350 5.002
C 9.639 7.077 6.374
C 10.795 7.347 7.305
C 12.026 6.554 6.950
C 13.733 6.120 5.283
H 14.737 10.608 7.614
H 13.362 10.933 6.490
H 15.022 10.430 5.939
H 12.932 8.859 7.611
H 14.482 8.084 7.168
H 13.580 8.408 4.630
H 12.117 9.023 5.432
H 11.775 7.171 3.664
H 11.318 5.660 4.471
H 10.244 8.425 4.945
H 9.410 7.092 4.220
H 8.890 7.866 6.615
H 9.240 6.082 6.589
H 11.076 8.393 7.190
H 10.610 7.123 8.370
H 12.852 6.581 7.642
H 11.820 5.494 6.815
H 13.544 5.079 5.536
H 14.547 6.562 5.846
H 13.902 6.245 4.199
C 6.429 14.343 10.053
C 6.830 12.956 9.638
C 8.349 13.003 9.495
N 9.052 11.758 9.211
C 10.590 12.038 9.314
C 11.459 10.770 9.207
C 11.020 9.729 10.292
C 9.542 9.492 10.195
C 8.705 10.763 10.277
C 8.631 11.252 7.865
H 6.693 14.397 11.132
H 5.332 14.417 10.069
H 6.811 15.251 9.565
H 6.371 12.582 8.713
H 6.549 12.259 10.429
H 8.783 13.548 10.338
H 8.532 13.640 8.628
H 10.678 12.494 10.286
H 10.838 12.782 8.550
H 12.537 10.979 9.301
H 11.246 10.425 8.193
H 11.417 10.202 11.200
H 11.490 8.755 10.248
H 9.151 8.772 10.917
H 9.390 9.008 9.227
H 8.818 11.280 11.228
H 7.649 10.570 10.119
H 8.491 12.082 7.165
H 7.679 10.807 8.121
H 9.296 10.493 7.450
O 11.198 12.460 6.540
C 10.589 11.338 5.770
O 10.736 10.198 6.044
O 9.738 11.668 4.861
H 11.459 13.021 5.743
*
```

Calculated values
Orbital gap = 8.7 eV
ΔE to the lowest compared entry with this formula, charge and spin = 77.4 kJ/mol

Results of the Mulliken charge analysis, in e, for atoms 1 through 5: number 1, C, carries -1.26; number 2, C, carries 0.27; number 3, C, carries -0.60; number 4, N, carries 0.13; number 5, C, carries -0.77

Record 2
3 unconnected molecules or ions with the total composition C19H41N6O7P2. Source: OMol25; level of theory: ωB97M-V/def2-TZVPD.

Geometry as ORCA input:
```
! wB97M-V def2-TZVPD RIJCOSX def2/J DEFGRID3
* xyz -1 1
C 7.613 1.752 2.245
C 6.260 2.340 1.831
C 5.129 1.363 1.852
C 3.848 1.622 1.576
C 3.229 2.954 1.219
O 3.878 3.677 0.451
O 2.149 3.188 1.765
C 3.072 0.361 1.665
O 1.908 0.120 1.602
O 4.004 -0.680 1.830
C 5.189 -0.088 2.186
O 6.064 -0.707 2.721
H 8.369 2.534 2.224
H 7.874 0.966 1.542
H 7.594 1.320 3.240
H 6.363 2.654 0.794
H 5.990 3.193 2.446
O -3.142 3.605 2.998
P -2.625 2.246 2.661
N -1.976 2.384 1.085
C -2.681 2.268 -0.171
C -0.815 3.282 1.016
N -4.132 1.336 2.732
C -4.980 1.140 1.572
C -4.939 1.744 3.872
N -1.689 0.894 3.153
C -0.604 1.167 4.107
C -1.346 -0.124 2.202
H -1.955 2.076 -0.966
H -3.251 3.173 -0.434
H -3.357 1.420 -0.189
H 0.106 2.709 0.909
H -0.716 3.885 1.920
H -0.890 3.979 0.179
H -5.204 2.072 1.030
H -5.930 0.701 1.886
H -4.545 0.421 0.877
H -5.499 2.669 3.682
H -4.313 1.914 4.749
H -5.644 0.948 4.124
H 0.275 1.621 3.631
H -0.292 0.245 4.602
H -0.957 1.850 4.885
H -0.524 0.172 1.544
H -2.202 -0.414 1.589
H -1.038 -1.021 2.748
O -0.432 -0.565 -4.079
P -0.234 -1.985 -3.673
N -1.836 -2.628 -3.611
C -2.752 -2.594 -2.490
C -2.522 -2.610 -4.896
N 0.510 -1.787 -2.115
C -0.263 -1.705 -0.885
C 1.519 -0.727 -2.136
N 0.581 -3.486 -3.947
C 1.088 -3.717 -5.299
C 0.105 -4.684 -3.316
H -3.531 -3.347 -2.643
H -3.236 -1.615 -2.359
H -2.271 -2.864 -1.558
H -2.589 -3.620 -5.324
H -2.007 -1.976 -5.621
H -3.535 -2.215 -4.797
H -1.082 -0.974 -0.941
H 0.384 -1.416 -0.056
H -0.665 -2.680 -0.600
H 1.080 0.273 -2.057
H 2.098 -0.761 -3.061
H 2.215 -0.874 -1.310
H 0.298 -4.012 -6.008
H 1.851 -4.499 -5.294
H 1.559 -2.811 -5.684
H -0.777 -5.112 -3.812
H -0.132 -4.516 -2.266
H 0.909 -5.423 -3.344
*
```

Calculated values
Orbital gap = 7.7 eV

Results of the Mulliken charge analysis, in e, for atoms 1 through 5: number 1, C, carries -1.35; number 2, C, carries -0.01; number 3, C, carries 0.83; number 4, C, carries 0.10; number 5, C, carries 0.34

Record 3
A molecular structure, C19H41NO4P2SiV. Source: OMol25; level of theory: ωB97M-V/def2-TZVPD.

Geometry as ORCA input:
```
! wB97M-V def2-TZVPD RIJCOSX def2/J DEFGRID3
* xyz 0 2
V -0.750 0.605 -1.032
Si 2.324 0.585 -0.739
P -0.171 0.677 -3.292
N -0.831 -1.061 -0.701
H 0.822 0.670 -0.611
C -1.956 0.552 -3.765
H -2.024 0.303 -4.832
H -2.474 1.502 -3.558
H -2.440 -0.250 -3.189
C 0.433 2.035 -4.347
H 0.200 1.831 -5.403
H 1.521 2.131 -4.235
H -0.025 2.991 -4.066
C 0.576 -0.789 -4.093
H 0.302 -0.819 -5.159
H 0.263 -1.712 -3.583
H 1.664 -0.724 -4.007
C 2.954 2.310 -0.802
H 3.042 2.691 0.220
H 2.183 2.884 -1.346
H 3.946 2.443 -1.288
H 2.931 -0.045 0.494
H 2.650 -0.327 -1.886
C -0.661 -2.373 -0.924
C -1.700 -4.523 -1.385
C -1.812 -3.222 -0.938
C 0.618 -2.934 -1.226
C 0.698 -4.239 -1.696
C -0.457 -5.039 -1.778
H -2.592 -5.158 -1.416
H -2.766 -2.764 -0.636
H 1.499 -2.286 -1.101
H 1.674 -4.641 -1.964
H -0.365 -6.070 -2.115
C -2.165 3.510 -0.777
O -2.300 2.256 -0.989
C -2.219 4.004 0.629
H -1.220 4.373 0.870
H -2.478 3.178 1.283
H -2.937 4.807 0.767
C -1.331 4.263 -1.791
H -1.654 4.110 -2.836
H -0.288 3.870 -1.707
H -1.293 5.324 -1.550
C -0.130 -3.564 2.619
C -0.424 -2.121 2.335
O 0.882 -1.590 1.639
P 1.377 -0.086 1.541
O 2.252 0.179 2.837
C 2.557 -0.734 4.002
C 1.626 -0.483 5.152
O 0.037 0.833 1.721
C -0.309 1.755 2.931
C -1.665 1.388 3.451
H 0.099 -4.092 1.687
H -1.029 -4.019 3.048
H 0.694 -3.677 3.338
H -1.230 -1.934 1.614
H -0.627 -1.533 3.243
H 2.543 -1.771 3.650
H 3.581 -0.464 4.266
H 0.611 -0.846 4.947
H 1.976 -1.043 6.027
H 1.607 0.580 5.417
H 0.482 1.625 3.675
H -0.252 2.769 2.527
H -1.611 0.474 4.049
H -2.039 2.159 4.136
H -2.396 1.269 2.647
*
```

Calculated values
Orbital gap (spin up / spin down) = 5.1 / 4.7 eV
Expectation value of S² = 0.847

Results of the Mulliken charge analysis, in e, for atoms 1 through 5: number 1, V, carries 0.08; number 2, Si, carries 0.68; number 3, P, carries 1.21; number 4, N, carries -0.04; number 5, H, carries 0.75